No. 1
16
Properties=species:S:1:pos:R:3:forces:R:3 method="wB97M-V/def2-TZVPD" e_tot_ha=-325.822286 homo_ev=-9.20 e_above_lowest_kj_mol=302.6 gap_ev=10.13 smiles="CC(C)[C@H]1NC1=O" spin_multiplicity=1 lumo_ha=0.034
C -1.618116 -0.841846 0.064190 1.99 0.64 0.68
C -0.389728 0.090960 -0.351350 -1.08 -0.60 3.28
C -0.450524 1.539194 0.133089 -5.35 -0.41 -1.05
C 0.797334 -0.337878 0.506841 0.55 0.92 -1.58
N 1.790635 -1.268684 -0.024351 0.61 -2.95 0.19
C 2.148122 -0.040775 -0.196564 -2.40 0.01 1.71
O 2.859687 0.694763 -0.761682 1.73 1.69 -1.12
H -1.885397 -0.594823 1.150008 0.18 -0.64 -1.50
H -1.120937 -1.867976 -0.029421 -1.52 1.00 0.21
H -2.456515 -0.657936 -0.614412 0.02 -0.44 0.28
H -0.355960 0.014848 -1.406312 1.01 -0.06 -1.10
H -1.240085 2.057328 -0.533639 1.28 -0.27 1.07
H 0.482407 1.962352 0.006579 1.72 1.31 0.17
H -0.919529 1.532934 1.161336 1.05 0.36 -0.86
H 0.580103 -0.249170 1.589686 0.49 -0.55 -0.63
H 1.778500 -2.033296 -0.693994 -0.29 -0.01 0.24

No. 2
16
Properties=species:S:1:pos:R:3:forces:R:3 method="wB97M-V/def2-TZVPD" e_tot_ha=-325.857880 homo_ev=-8.99 e_above_lowest_kj_mol=209.2 gap_ev=9.50 spin_multiplicity=1 lumo_ha=0.019
C -1.789733 -0.075981 -0.500846 -0.13 0.01 -0.01
C -0.394731 -0.501066 -0.197149 0.48 0.52 -0.69
O -0.205849 -1.809481 0.085951 -0.18 -0.16 0.29
C 0.697316 0.290505 -0.307046 -0.46 -0.64 -0.09
C 2.093058 -0.199475 -0.077606 0.30 -0.07 0.07
C 0.526421 1.620007 -0.792596 -0.17 1.05 -0.19
N 0.405614 2.701235 -1.193953 0.12 -0.91 0.34
H -1.894463 0.987741 -0.675704 0.22 0.15 0.04
H -2.473376 -0.338497 0.301062 -0.04 -0.12 0.28
H -2.138089 -0.580482 -1.397189 -0.04 -0.18 -0.21
H -0.840234 0.501563 2.619985 0.67 0.24 -0.76
H -1.054420 -2.264207 0.166427 0.13 0.15 0.00
H -0.360999 0.650554 2.025974 -0.74 -0.20 0.97
H 2.628129 0.417961 0.633024 0.03 0.28 0.20
H 2.677743 -0.187868 -0.990080 0.05 0.07 -0.31
H 2.123607 -1.212509 0.299741 -0.24 -0.19 0.07

No. 3
16
Properties=species:S:1:pos:R:3:forces:R:3 method="wB97M-V/def2-TZVPD" e_tot_ha=-325.846626 homo_ev=-8.19 e_above_lowest_kj_mol=238.7 gap_ev=8.76 spin_multiplicity=1 lumo_ha=0.021
C -2.240549 -0.207803 -0.111781 -0.06 -0.02 0.03
C -0.741506 -0.467616 -0.168316 -0.08 0.01 -0.01
C 0.075563 0.827274 -0.308128 0.00 0.09 -0.02
C 1.456686 0.391310 0.118698 -0.28 0.07 0.33
O 2.144986 -0.156314 -0.978596 0.26 -0.02 0.00
C -0.126651 -1.202300 1.027859 0.47 0.50 -0.26
N 1.070584 -0.644870 1.116180 0.06 -0.01 -0.05
H -2.550577 0.365251 -0.995710 0.01 -0.14 0.17
H -2.499048 0.381976 0.775311 0.03 -0.10 -0.10
H -2.814424 -1.137874 -0.082545 0.10 0.11 0.03
H -0.523850 -1.128789 -1.023050 -0.04 0.07 0.11
H 0.073941 1.277375 -1.299799 -0.01 -0.05 0.01
H -0.298970 1.555311 0.422134 0.01 -0.04 -0.17
H 1.762114 -0.914069 1.804545 -0.22 -0.24 -0.02
H 2.056276 1.175188 0.599930 -0.10 -0.16 -0.03
H 3.093660 -0.143024 -0.808119 -0.15 -0.07 -0.01

No. 4
16
Properties=species:S:1:pos:R:3:forces:R:3 method="wB97M-V/def2-TZVPD" e_tot_ha=-325.868063 homo_ev=-9.45 e_above_lowest_kj_mol=182.4 gap_ev=10.33 smiles="C=NC[C@H](C)C=O" spin_multiplicity=1 lumo_ha=0.032
C -2.676368 -0.197704 -0.801945 0.15 0.13 0.07
N -1.593477 0.315064 -0.407929 -0.38 -0.17 -0.18
C -0.319413 -0.353097 -0.667476 0.10 -0.07 -0.02
C 0.746804 0.448059 0.079589 -0.02 0.10 -0.03
C 2.116117 -0.231893 0.161240 0.04 -0.03 0.02
C 0.217078 0.732783 1.475396 0.19 0.26 0.17
O 0.483005 1.721219 2.113396 -0.07 -0.42 -0.23
H -3.606810 0.319007 -0.559486 0.10 -0.09 -0.10
H -2.753249 -1.133502 -1.372308 0.09 0.05 0.08
H -0.102839 -0.382346 -1.743588 -0.03 0.04 0.16
H -0.342373 -1.396703 -0.315261 -0.03 0.17 -0.01
H 0.858613 1.422657 -0.408182 -0.02 -0.09 0.06
H 2.071599 -1.178341 0.714426 -0.04 0.13 -0.08
H 2.829716 0.423621 0.670313 -0.11 -0.11 -0.08
H 2.507042 -0.446013 -0.839639 -0.09 0.02 0.13
H -0.435449 -0.062814 1.901447 0.13 0.09 0.03

No. 5
16
Properties=species:S:1:pos:R:3:forces:R:3 method="wB97M-V/def2-TZVPD" e_tot_ha=-325.865441 homo_ev=-9.64 e_above_lowest_kj_mol=189.3 gap_ev=10.71 smiles="C[C@H]1N[C@H]1CC=O" spin_multiplicity=1 lumo_ha=0.039
C 1.300551 1.103371 0.943925 0.02 -0.07 0.02
C 0.438508 1.190596 -0.289676 -0.04 0.16 0.19
N 0.873988 0.440533 -1.466398 0.12 0.06 -0.26
C -0.385416 0.076037 -0.821118 -0.23 -0.07 0.03
C -0.442563 -1.300275 -0.207598 0.03 0.09 0.01
C -1.621613 -1.504782 0.707729 -0.21 0.21 0.04
O -2.475711 -0.676734 0.920417 0.36 -0.34 -0.07
H 1.686474 0.090879 1.091956 -0.06 0.14 -0.03
H 2.165763 1.768982 0.849156 -0.15 -0.07 0.02
H 0.733370 1.396394 1.834190 0.08 -0.04 -0.12
H 0.024310 2.184274 -0.469056 0.06 -0.18 0.00
H 0.714192 0.964021 -2.321980 0.01 -0.07 0.11
H -1.311801 0.374512 -1.311935 0.17 -0.05 0.07
H 0.474210 -1.536939 0.346681 -0.13 0.03 -0.06
H -0.499894 -2.065104 -0.996218 -0.01 0.07 0.09
H -1.674367 -2.505765 1.189926 -0.02 0.12 -0.03

No. 6
16
Properties=species:S:1:pos:R:3:forces:R:3 method="wB97M-V/def2-TZVPD" e_tot_ha=-325.675869 homo_ev=-7.99 e_above_lowest_kj_mol=687.1 gap_ev=8.94 spin_multiplicity=1 lumo_ha=0.035
C -1.733258 -0.135614 -0.316783 -0.13 -0.17 -0.33
C -1.265645 0.215076 1.537321 -0.14 0.11 0.50
N 0.165914 0.345828 1.542999 -0.06 -0.10 -0.08
C -0.114803 0.592891 0.173137 0.34 0.15 -0.35
C 0.779087 -0.162108 -0.786671 -0.28 0.20 -0.14
C 2.203212 -0.358773 -0.501102 0.26 0.19 0.05
O 1.262733 -1.418440 -0.364986 -0.09 -0.30 0.04
H -1.653428 0.311488 -1.321609 0.12 0.01 0.13
H -2.754547 0.090425 0.003179 0.32 0.06 0.03
H -1.632880 -1.218320 -0.406632 0.07 0.19 0.03
H -1.662861 1.247251 1.608019 0.05 -0.16 -0.08
H 0.563851 -0.591122 1.615012 -0.03 0.06 0.05
H -0.155889 1.658958 -0.060208 -0.12 -0.22 0.01
H 0.464314 -0.118939 -1.830216 0.01 -0.02 0.12
H 2.910318 -0.470425 -1.323519 -0.19 0.04 0.11
H 2.623876 0.011831 0.432056 -0.12 -0.03 -0.10